A cluster of 37 separate species, C51H176ClO35P in total. Source: OMol25; level of theory: ωB97M-V/def2-TZVPD.

Geometry (Å):
C  3.030  3.381  -1.502
C  1.553  3.028  -1.330
C  1.186  1.627  -0.821
C  -0.351  1.445  -1.034
P  -0.867  -0.163  -0.394
C  -2.659  -0.214  -0.877
C  -2.965  -0.580  -2.340
C  -4.501  -0.760  -2.574
C  -5.147  -1.888  -1.752
C  -0.017  -1.613  -1.229
C  1.377  -1.946  -0.607
C  1.785  -3.346  -1.013
C  1.744  -3.591  -2.499
C  -0.707  -0.306  1.393
C  -1.103  -1.692  1.888
C  -0.562  -1.854  3.262
C  0.945  -2.104  3.355
H  3.419  2.661  -2.249
H  3.525  3.126  -0.578
H  3.121  4.402  -1.744
H  1.105  3.110  -2.314
H  1.006  3.724  -0.706
H  1.389  1.573  0.261
H  1.778  0.852  -1.343
H  -0.582  1.481  -2.066
H  -0.867  2.172  -0.400
H  -3.056  0.748  -0.592
H  -3.168  -0.915  -0.195
H  -2.448  -1.432  -2.729
H  -2.679  0.253  -2.940
H  -4.711  -0.983  -3.609
H  -4.950  0.191  -2.399
H  -4.646  -2.821  -2.020
H  -6.193  -1.930  -2.100
H  -5.118  -1.678  -0.731
H  0.094  -1.371  -2.319
H  -0.620  -2.493  -1.010
H  1.347  -1.961  0.496
H  2.149  -1.204  -0.843
H  1.151  -4.104  -0.525
H  2.775  -3.475  -0.581
H  2.157  -4.572  -2.759
H  2.293  -2.862  -3.099
H  0.727  -3.562  -2.957
H  -1.409  0.429  1.836
H  0.323  -0.004  1.659
H  -0.778  -2.403  1.217
H  -2.153  -1.797  1.915
H  -0.980  -2.785  3.637
H  -0.805  -1.134  4.028
H  1.140  -2.331  4.425
H  1.595  -1.280  2.981
H  1.267  -3.044  2.820
Cl  -1.979  3.140  2.142
C  3.596  -2.345  8.011
O  2.747  -1.682  7.024
H  4.608  -2.402  7.561
H  3.556  -1.759  8.976
H  3.306  -3.360  8.203
H  1.856  -1.442  7.303
C  5.389  -0.040  5.332
O  4.036  -0.094  4.980
H  5.898  0.952  5.042
H  5.576  -0.139  6.381
H  5.972  -0.783  4.829
H  3.504  -0.576  5.613
C  -2.570  3.306  -4.735
O  -2.132  2.913  -3.385
H  -1.727  3.320  -5.473
H  -3.250  2.596  -5.077
H  -3.101  4.268  -4.917
H  -2.274  3.642  -2.751
C  3.767  -3.307  2.278
O  4.890  -4.204  2.202
H  2.950  -3.953  2.615
H  3.971  -2.485  2.925
H  3.608  -2.961  1.233
H  5.261  -4.177  3.071
C  -0.591  -4.832  -6.780
O  -0.243  -3.992  -5.672
H  0.157  -4.659  -7.542
H  -0.472  -5.912  -6.550
H  -1.531  -4.709  -7.264
H  -0.804  -4.294  -4.921
C  3.062  -2.467  -6.348
O  2.504  -1.318  -5.816
H  4.081  -2.614  -5.918
H  2.515  -3.384  -6.235
H  3.222  -2.333  -7.477
H  1.905  -0.905  -6.433
C  3.860  -0.242  -2.728
O  4.376  -1.208  -3.620
H  4.190  0.810  -2.888
H  2.764  -0.124  -2.789
H  4.163  -0.420  -1.703
H  3.739  -1.101  -4.347
C  -3.412  3.527  5.886
O  -2.068  3.276  5.550
H  -3.890  4.485  5.563
H  -4.106  2.780  5.417
H  -3.483  3.436  6.933
H  -1.972  3.394  4.569
C  -1.656  -0.874  -5.917
O  -0.841  -1.396  -4.839
H  -1.008  -0.347  -6.609
H  -2.160  -1.689  -6.442
H  -2.479  -0.216  -5.458
H  -0.610  -2.305  -5.080
C  -3.646  0.255  3.668
O  -3.848  -0.232  2.338
H  -4.470  1.000  3.845
H  -3.687  -0.530  4.420
H  -2.732  0.755  3.774
H  -4.334  0.496  1.889
C  -3.210  5.976  -1.492
O  -2.621  4.631  -1.229
H  -2.770  6.313  -2.461
H  -4.281  5.822  -1.619
H  -2.927  6.701  -0.751
H  -1.796  4.797  -0.771
C  7.251  2.607  -1.867
O  6.681  3.248  -2.982
H  7.188  1.502  -1.951
H  8.294  2.887  -1.817
H  6.762  2.936  -0.903
H  6.294  4.106  -2.784
C  1.261  1.624  -4.961
O  0.564  0.892  -3.946
H  1.786  2.509  -4.590
H  1.860  1.067  -5.623
H  0.575  2.075  -5.700
H  0.248  0.079  -4.372
C  3.568  6.385  1.069
O  3.007  5.365  1.838
H  3.653  6.061  0.003
H  2.927  7.296  1.100
H  4.556  6.636  1.428
H  2.046  5.466  1.893
C  2.984  1.963  2.436
O  2.709  0.541  2.290
H  2.053  2.536  2.535
H  3.556  2.191  3.384
H  3.507  2.400  1.641
H  3.206  0.061  2.973
C  2.223  -6.629  2.575
O  1.621  -5.971  1.431
H  2.840  -5.974  3.112
H  1.383  -6.985  3.234
H  2.759  -7.541  2.270
H  2.242  -5.746  0.688
C  -0.282  6.510  2.885
O  -0.043  5.437  1.986
H  0.646  6.617  3.429
H  -0.465  7.453  2.365
H  -1.056  6.407  3.573
H  -0.744  4.755  2.000
C  0.743  5.092  -4.621
O  1.409  5.104  -5.918
H  0.178  4.222  -4.438
H  1.486  5.226  -3.904
H  -0.030  5.911  -4.656
H  0.743  5.235  -6.601
C  0.395  1.423  4.540
O  -0.469  0.928  5.578
H  0.714  2.467  4.817
H  1.252  0.771  4.414
H  -0.194  1.526  3.640
H  -1.045  1.713  5.771
C  -5.355  3.391  0.642
O  -4.556  2.188  0.766
H  -6.305  3.186  0.165
H  -5.517  3.846  1.618
H  -4.780  4.104  0.088
H  -3.718  2.452  1.184
C  -6.170  2.861  -2.779
O  -5.430  4.021  -2.448
H  -5.644  2.417  -3.646
H  -6.259  2.173  -1.949
H  -7.182  3.201  -2.997
H  -4.770  3.752  -1.790
C  5.840  6.809  -2.859
O  5.122  5.580  -2.614
H  5.997  7.257  -1.880
H  6.834  6.658  -3.215
H  5.266  7.529  -3.415
H  4.631  5.398  -3.432
C  -1.122  -6.501  -0.762
O  -1.389  -5.099  -0.827
H  -0.214  -6.726  -0.181
H  -1.969  -6.937  -0.255
H  -0.998  -6.883  -1.791
H  -1.425  -4.895  0.081
C  -7.125  0.476  0.806
O  -8.010  -0.353  0.062
H  -6.354  0.972  0.212
H  -7.632  1.192  1.426
H  -6.574  -0.119  1.497
H  -8.673  0.156  -0.380
C  5.639  -0.729  0.984
O  6.494  -1.761  0.392
H  4.609  -0.933  0.778
H  5.730  -0.666  2.069
H  5.952  0.225  0.505
H  6.134  -2.639  0.645
C  4.625  3.903  -5.788
O  4.455  5.312  -5.532
H  4.879  3.738  -6.828
H  5.431  3.555  -5.202
H  3.716  3.318  -5.518
H  3.650  5.679  -5.996
C  -4.892  -3.713  1.804
O  -4.595  -3.103  3.076
H  -5.164  -4.758  1.992
H  -5.674  -3.207  1.312
H  -4.072  -3.744  1.094
H  -4.403  -2.121  2.891
C  4.397  -5.610  -1.088
O  3.121  -6.032  -0.797
H  5.110  -6.214  -0.515
H  4.621  -5.776  -2.162
H  4.545  -4.572  -0.834
H  2.972  -6.756  -1.389
C  -0.793  -1.669  7.125
O  0.224  -0.763  7.541
H  -0.396  -2.513  6.430
H  -1.227  -2.115  8.012
H  -1.550  -1.096  6.559
H  0.233  -0.006  6.930
C  -3.457  -3.658  7.387
O  -2.779  -4.030  6.210
H  -2.959  -3.944  8.312
H  -3.597  -2.613  7.496
H  -4.412  -4.071  7.423
H  -3.273  -3.695  5.430
C  -1.866  -5.412  2.808
O  -0.976  -4.858  1.806
H  -2.683  -4.724  2.950
H  -2.381  -6.366  2.474
H  -1.341  -5.497  3.740
H  -0.037  -5.116  1.917
C  3.094  -5.249  6.136
O  4.148  -4.345  5.862
H  3.468  -6.267  5.954
H  2.750  -5.182  7.164
H  2.249  -5.190  5.456
H  3.735  -3.516  5.549
C  -8.507  -0.402  -3.428
O  -8.069  -0.262  -4.795
H  -9.528  -0.062  -3.373
H  -8.466  -1.472  -3.158
H  -7.946  0.239  -2.747
H  -8.133  0.625  -5.108
C  -3.360  -3.840  -4.232
O  -3.517  -4.333  -2.910
H  -4.296  -3.460  -4.606
H  -2.722  -2.917  -4.350
H  -3.109  -4.613  -4.991
H  -2.648  -4.334  -2.505
C  0.243  7.166  -1.459
O  -0.480  6.659  -0.345
H  1.280  7.047  -1.429
H  -0.013  6.751  -2.415
H  0.184  8.254  -1.606
H  -0.012  6.180  0.371

Forces on the atoms, in the same order (eV/Å):
-1.0263 -2.5545 0.5084
-0.3195 -0.3819 -0.4657
-0.1174 0.4546 0.0246
1.8799 -0.9677 1.7974
-1.0934 -0.4611 -1.3364
0.5028 -1.4098 0.5804
-1.4428 0.4842 0.4061
1.0753 -0.7370 0.6227
-0.3096 0.3732 -2.5467
0.8707 1.4439 0.7101
-0.6219 0.2791 0.4618
-0.1079 -0.1019 0.1498
-0.2077 -0.2572 -1.3184
-0.4627 0.8534 -0.3160
0.2567 2.4172 0.7323
1.0503 -2.0944 0.8211
0.7354 -0.7689 -0.0662
0.1487 0.8537 0.0556
0.5384 0.3541 0.3739
0.5534 1.0634 -0.4383
-0.3435 0.0979 -0.3446
0.0587 0.4845 0.3135
0.1678 -0.1578 -0.3125
-0.4127 0.3521 0.2466
-0.5214 0.2826 -1.0256
-0.2553 0.1126 -0.2853
-0.1704 0.5579 -0.1447
0.3198 0.0116 -0.1331
0.5263 -0.6696 0.1862
0.5031 0.7447 -0.6493
0.2503 -0.0095 -0.5775
-0.5799 0.7652 0.3784
-0.2254 0.0872 0.4445
0.2684 -0.2329 0.4905
-0.0451 0.1196 1.7739
-0.4132 -0.3728 0.9199
-0.4358 -0.0106 -0.5030
-0.3047 0.2413 -0.2553
-0.2674 -0.2058 -0.2748
-0.0228 0.3705 -0.0051
0.2192 -0.2885 -0.3733
-0.0599 0.0858 0.1065
0.2919 0.1525 0.2657
0.3953 -0.1205 0.7147
0.4694 -0.0456 -0.3359
-0.3213 -0.2493 -0.0296
1.1006 -1.9490 -1.0264
-1.2888 0.1666 -0.0685
-0.3143 -0.2078 0.2569
-0.4918 0.8114 -0.2771
0.3463 0.4308 -0.4454
-0.5896 -0.4933 0.4555
-0.6933 0.9694 0.2659
-0.0469 -0.0416 0.1895
-0.3829 1.8157 -0.0198
1.7038 -0.8638 -0.3839
-0.5785 0.3283 0.5291
0.3704 -0.6222 -0.9774
-0.4416 -0.4953 0.0839
-0.6033 0.0319 0.7299
1.0750 1.7468 -0.4300
-0.0565 0.6197 -1.0967
-1.1939 -1.1678 0.2376
-0.1705 -0.1470 0.8249
0.3113 -0.7725 -0.4276
-0.1087 -0.4555 0.8073
1.5199 1.0056 0.5204
-0.5303 0.9397 -1.8015
-0.2777 -0.1571 0.8200
-1.1489 -1.5517 -0.5146
0.4597 -0.2723 1.0789
-0.1102 -0.0455 -0.0386
0.1287 -1.7158 -1.4672
0.0556 0.5562 -0.6552
-0.2620 0.7935 -0.0772
-0.0661 0.7334 0.5408
-0.2595 -0.0347 0.8572
0.6470 -0.3570 0.8190
1.7694 -1.1409 -0.0327
-1.3188 -0.7740 0.4575
0.2296 0.2643 -0.1650
-0.1890 0.5854 0.2563
-1.1258 0.6112 0.1700
0.6041 0.2634 -0.5875
2.1668 -0.3305 -2.5586
-0.3652 0.5648 1.0425
-0.7738 0.1391 -0.1589
-0.7081 -0.3187 0.4557
-0.0909 -0.2523 1.3874
-0.2272 -0.0073 -0.1873
-0.2498 1.5880 0.4705
-0.7716 0.6005 -0.1342
0.3965 -0.6086 -0.4980
0.2158 -0.5842 0.0392
0.0097 -0.5525 0.2114
0.5014 -0.4159 -0.2256
-1.6108 -0.4599 -1.5871
0.2178 0.5987 -1.3655
1.0972 -0.2198 0.1973
0.6351 0.2109 0.4412
-0.1953 -0.0159 1.3040
-0.0610 -0.1925 0.7370
-0.8425 0.1630 1.3932
-0.5397 0.3669 -0.4121
-0.2138 0.3816 -0.1758
0.0452 0.0039 -0.0451
1.4044 -0.7157 -0.7586
0.3229 0.0995 -0.1948
-2.2175 0.5839 -0.0871
-0.3966 0.2390 -0.0249
0.7690 -0.6595 0.3689
-0.1902 -0.3033 -0.1598
1.5008 0.7731 0.0182
0.3939 -0.5873 -0.0969
1.0271 -1.4129 -1.4120
-1.0416 1.3216 -0.2622
-0.4913 -0.0339 0.5588
0.1667 0.2491 0.1758
-0.0826 0.0214 0.5369
0.3851 0.1311 0.3183
-0.4891 0.3748 0.9844
-0.1592 -0.7391 -0.8068
-0.1673 0.6627 -0.1213
0.4828 -0.1022 0.2660
0.3786 -0.4475 -0.8346
-0.1733 0.1855 0.5308
-1.7973 1.3519 -0.0790
0.9113 0.3661 -0.8330
0.1837 -0.5786 0.4994
1.4273 -1.1487 -0.1296
-0.5138 0.0412 0.3507
-0.1411 -0.1410 0.2836
-0.8031 0.5899 -1.2954
-0.2064 -0.6011 0.7083
0.0641 0.3145 0.5435
0.5039 -0.3324 -0.0609
0.2184 -0.0021 0.1964
0.0753 -0.1584 -0.1389
-0.5311 -0.4664 2.5618
0.4144 0.8856 -0.0547
-0.1088 -0.3508 -0.0974
-0.4939 -0.4921 -0.9341
0.8935 0.1409 -1.4117
-0.0290 0.4384 0.0072
-1.8538 -1.3041 -1.3518
0.1198 0.1217 0.4651
1.0657 0.8680 0.8072
0.6750 0.5134 -0.6189
0.0685 0.3967 0.0493
-0.2686 -0.6731 0.9897
1.6981 0.5933 -1.0092
0.1649 0.2876 -0.2673
0.1993 0.2963 0.4455
0.0002 -0.0973 -0.3293
-1.4809 -0.8323 1.0543
-0.1800 -0.1381 0.1731
-1.4835 1.8552 -2.6088
-0.1358 -0.3029 0.5090
-0.3826 -1.4511 0.1366
1.0940 0.3998 1.2754
0.9230 -0.3948 0.5579
0.0511 -0.0730 0.1262
-0.2402 1.2895 0.7564
-0.1552 0.9481 0.0335
0.0965 -0.9777 -0.2827
0.0023 -0.0647 -0.0022
0.1058 -0.1479 -0.5732
0.1849 -0.8482 0.0394
0.9934 -0.5267 0.8060
-1.0228 0.1167 -0.1485
-0.0237 -0.2137 -0.0917
-0.2322 -0.1003 0.2138
0.1394 0.5173 -0.4543
0.3355 0.3136 0.0517
0.3255 0.5315 -0.6600
0.2629 0.0613 0.6887
-0.7672 -0.3578 0.3036
0.2237 -0.3988 0.2081
0.0013 -0.1854 -0.4479
0.0336 0.1675 -0.3471
-0.5854 -0.2470 1.7509
0.2785 0.6684 -0.6073
-0.1368 0.0749 0.2661
0.5588 -0.3283 -0.9200
-0.1329 0.0422 -0.6182
0.1074 -0.0845 -0.1173
0.2913 0.2357 -0.5452
0.3956 -0.7157 -2.3519
-0.1561 0.1725 -0.1956
-0.2581 -0.7548 -0.0674
-0.2269 0.0682 0.5168
-0.0470 1.1306 2.2404
0.0832 0.1170 -0.5819
0.7735 -0.6009 0.5198
-0.3510 -0.0327 -0.2970
-0.4986 0.5955 0.1241
0.2834 -0.9468 0.4427
-0.4375 0.6487 -0.2560
1.3002 -0.3141 -0.8899
-0.9492 0.0292 0.7806
-0.7324 0.0751 -0.3307
0.3300 0.0287 0.1005
-0.3058 -0.6233 0.4576
0.3018 0.7941 -0.0430
-1.5599 0.5534 -0.4193
-0.9337 0.3034 -0.2805
-0.0916 -0.0917 -0.3178
0.8939 -0.2227 0.8243
0.5077 0.4148 -0.2344
1.0864 -1.0447 0.7182
0.6691 -0.6597 1.0006
0.5587 1.6816 -0.9199
-0.1305 0.2866 0.0768
-1.2502 0.5525 -0.4954
0.6336 0.1851 0.0817
-0.3869 -1.8627 0.2041
2.2008 -0.3664 -0.6751
-1.3124 -0.0062 0.2414
0.2071 0.2398 -0.0283
-0.0081 0.4035 0.4446
-0.0689 0.3100 0.0065
-0.6835 -0.6537 -0.1035
0.4597 -0.4313 -1.4665
0.4463 -0.4847 0.2533
-0.5390 1.3308 1.1437
-0.0803 -0.1198 0.0556
0.1329 -0.4906 0.2582
-0.3638 0.0242 -0.2156
0.6206 0.1700 0.2527
0.1469 0.1657 -0.6199
0.5651 -0.4722 -0.3677
0.0221 1.3634 -0.2203
-1.7976 -0.9820 0.0433
0.3213 -0.2808 0.7318
-0.1013 -0.3995 -1.2576
-0.4712 -0.1801 0.4480
-0.1129 0.5245 0.0442
1.0602 0.7222 0.3569
0.1367 -0.4278 0.5375
-0.4551 -0.2937 -0.0380
0.2978 -1.0807 -0.3477
-0.4943 0.6780 -0.7178
0.1451 0.2294 0.3305
-0.1250 0.0747 0.1726
-0.2173 0.5422 -0.0831
0.2937 -0.4220 0.4180
-0.0193 0.2814 -0.8929
0.3320 -1.4722 0.6728
-0.6756 -0.0751 0.1922
0.2175 0.6734 -0.1185
0.4020 -0.3361 0.0761
-0.1919 0.9362 0.0629
0.0692 0.7311 -0.7539
0.3033 0.1880 -1.0460
-0.7879 -0.0387 0.2432
-0.0424 -1.1273 0.4700
0.3630 0.1395 0.5717
0.2716 -0.2776 0.6125
-0.3432 0.7536 0.3033
-0.3734 0.3065 -0.8157
1.8887 -0.7092 0.6562
-0.8277 -0.6584 -0.2906
-0.7157 -0.0426 0.5369
0.2911 0.2119 -0.3946

Computed properties:
**Spin multiplicity**: 1
**Charge**: 0
**LUMO**: 0.11 eV
**E_HOMO**: -9.31 eV
**Gap between HOMO and LUMO**: 9.4 eV
**Max |F|**: 3.53 eV Å⁻¹
**Total energy**: -5483.11282 hartree

These are the Löwdin partial charges, in e, on atoms 1 to 4: atom 1 (C): -0.0622, atom 2 (C): -0.2373, atom 3 (C): -0.1997, atom 4 (C): -0.2478